Record 1
A structure of composition C26H44Cl2O2P2Ru, computed with ωB97M-V with the def2-TZVPD basis set.

Computed properties:
F_max: 5.934 eV/Å
E: -2864.807598 a.u.
HOMO level (alpha / beta): -13.14 / -13.89 eV

```
! RIJCOSX wB97M-V def2-TZVPD def2/J DEFGRID3
* xyz 2 5
Ru -1.327 3.610 -1.530
C -1.482 -0.006 1.294
C -2.097 -0.514 0.115
C -0.019 -1.485 0.302
C -0.188 -0.592 1.395
C -1.175 -1.376 -0.528
C -2.106 0.795 2.369
H -3.015 1.301 2.026
H -1.437 1.568 2.775
H -2.384 0.152 3.222
C 0.638 -0.578 2.608
H 0.501 0.351 3.176
H 1.708 -0.690 2.396
H 0.337 -1.418 3.257
C 1.027 -2.514 0.218
H 1.052 -3.072 1.164
H 2.031 -2.099 0.069
H 0.815 -3.223 -0.591
C -1.485 -2.203 -1.720
H -1.985 -3.144 -1.418
H -0.601 -2.497 -2.299
H -2.162 -1.671 -2.405
C -3.516 -0.361 -0.323
H -4.120 -1.254 -0.042
H -3.583 -0.266 -1.426
H -4.017 0.505 0.136
C -0.745 5.582 -1.728
C -1.974 5.376 -1.007
C -3.299 5.520 -1.709
C -3.536 4.562 -2.951
C -2.535 3.451 -3.085
C -1.209 3.650 -3.578
C -0.764 4.947 -4.187
C -0.806 6.082 -3.158
H -3.418 6.556 -2.069
H -3.569 5.166 -3.872
H -4.101 5.294 -0.996
H -1.741 6.639 -3.262
H 0.140 5.884 -1.154
H -1.948 5.564 0.065
H 0.024 6.784 -3.312
H 0.270 4.840 -4.541
H -0.768 2.780 -4.087
H -1.337 5.197 -5.099
H -4.544 4.122 -2.885
H -2.884 2.422 -3.241
P 0.783 2.942 -0.375
P 0.435 0.878 -2.673
C 1.797 3.324 -1.850
C 1.744 2.202 -2.918
H 2.819 3.545 -1.491
H 1.377 4.262 -2.263
H 1.507 2.640 -3.894
H 2.727 1.710 -2.995
C 1.516 -0.575 -2.652
H 0.938 -1.489 -2.837
H 2.026 -0.651 -1.683
H 2.253 -0.411 -3.449
C -0.484 0.496 -4.244
H 0.158 0.679 -5.115
H -1.416 1.069 -4.348
H -0.770 -0.566 -4.208
C 0.710 4.049 1.032
H -0.077 3.658 1.707
H 0.393 5.056 0.702
H 1.674 4.086 1.560
C -2.669 3.120 0.023
H -2.890 2.034 -0.118
H -3.613 3.707 0.069
H -2.179 3.268 1.001
Cl 4.197 3.379 0.367
C 3.827 1.845 1.229
Cl 3.205 2.101 2.894
C 2.798 1.067 0.446
O 3.076 -0.047 0.040
O 1.528 1.587 0.315
H 4.737 1.239 1.289
*
```

***

Record 2
The molecule C5H9NO, computed with ωB97M-V with the def2-TZVPD basis set.

Computed properties:
F_max: 2.154 eV/Å
E: -325.754918 a.u.
SMILES: C[C@H]1OC[C@H]2N[C@@H]21
ΔE to the lowest compared entry with this formula, charge and spin: 114.6 kcal per mole
HOMO level: -8.88 eV

```
! RIJCOSX wB97M-V def2-TZVPD def2/J DEFGRID3
* xyz 0 1
C 2.002 0.619 0.958
C 0.976 0.235 -0.049
O 0.602 -1.168 0.183
C -0.828 -1.357 0.072
C -1.109 -0.174 -0.800
N -1.671 1.090 -0.615
C -0.400 0.822 0.090
H 1.642 0.596 2.004
H 2.838 -0.096 0.898
H 2.364 1.608 0.734
H 1.359 0.326 -1.036
H -0.987 -2.396 -0.325
H -1.372 -1.329 1.041
H -0.629 -0.303 -1.745
H -1.534 1.620 -1.492
H -0.641 0.821 1.133
*
```

***

Record 3
A cluster of 3 separate species, C17H42O6Si in total, computed with ωB97M-V with the def2-TZVPD basis set.

Computed properties:
F_max: 3.099 eV/Å
E: -1413.603408 a.u.
SMILES: CCCCO[SiH2]CCCCOC.COCCOC.COCCOC
HOMO level: -9.11 eV

```
! RIJCOSX wB97M-V def2-TZVPD def2/J DEFGRID3
* xyz 0 1
C 5.120 -1.787 -4.227
C 4.727 -0.891 -5.542
C 5.067 0.708 -5.424
C 4.676 1.403 -3.993
O 3.328 2.014 -3.951
Si 2.257 0.827 -3.220
C 0.808 1.575 -2.181
C -0.193 0.362 -1.715
C -1.574 0.226 -2.590
C -1.395 0.441 -4.206
O -1.323 1.851 -4.638
C -0.837 1.980 -6.022
H 4.431 -1.525 -3.288
H 4.897 -2.924 -4.464
H 6.226 -1.582 -3.888
H 5.402 -1.306 -6.436
H 3.607 -1.092 -5.903
H 4.396 1.250 -6.249
H 6.176 0.962 -5.702
H 4.806 0.721 -3.051
H 5.439 2.309 -3.845
H 1.624 0.098 -4.343
H 2.921 -0.184 -2.408
H 1.308 1.992 -1.181
H 0.275 2.496 -2.675
H 0.418 -0.647 -1.640
H -0.532 0.619 -0.600
H -1.947 -0.898 -2.446
H -2.474 0.890 -2.173
H -2.383 -0.001 -4.710
H -0.512 -0.227 -4.648
H -1.760 1.820 -6.728
H -0.480 3.112 -6.150
H 0.085 1.305 -6.287
C -3.919 -2.596 3.451
O -2.552 -2.248 3.265
C -2.037 -2.723 2.017
C -1.935 -1.590 0.992
O -3.233 -1.132 0.597
C -3.580 0.101 1.219
H -4.296 -2.054 4.323
H -4.528 -2.325 2.585
H -4.005 -3.670 3.643
H -2.645 -3.550 1.630
H -1.032 -3.108 2.215
H -1.446 -1.974 0.091
H -1.327 -0.763 1.378
H -2.987 0.913 0.786
H -3.429 0.065 2.301
H -4.637 0.298 1.021
C -0.671 0.039 4.682
O -1.313 1.188 5.225
C -2.304 0.844 6.199
C -1.791 1.089 7.621
O -0.745 0.171 7.959
C 0.541 0.778 7.900
H 0.186 0.372 4.091
H -0.314 -0.633 5.465
H -1.364 -0.494 4.022
H -2.636 -0.193 6.073
H -3.164 1.497 6.019
H -2.610 0.910 8.325
H -1.460 2.127 7.747
H 0.662 1.471 8.738
H 0.697 1.305 6.955
H 1.294 -0.009 7.987
*
```

***

Record 4
A cluster of 2 separate species, C8H17NO4S in total, computed with ωB97M-V with the def2-TZVPD basis set.

Computed properties:
F_max: 4.218 eV/Å
E: -1068.725619 a.u.
ΔE to the lowest compared entry with this formula, charge and spin: 95.4 kcal per mole
HOMO level (alpha / beta): -8.83 / -8.83 eV

```
! RIJCOSX wB97M-V def2-TZVPD def2/J DEFGRID3
* xyz 0 1
C 0.848 -3.321 -1.143
C 0.091 -2.336 -0.776
C -0.282 0.340 2.523
C 1.516 2.133 0.031
C -0.169 2.126 -1.637
C 0.391 -0.930 -1.049
C 0.240 -0.639 1.488
C -0.254 -0.208 0.082
N 0.066 1.974 -0.242
O -2.355 -0.274 -1.499
O -2.515 -1.359 0.679
O -2.615 1.098 0.563
O 1.617 -0.603 1.680
S -2.043 -0.261 -0.101
H 0.633 -4.409 -1.068
H 1.726 -3.242 -1.784
H -0.805 -2.637 -0.236
H -1.383 0.246 2.678
H -0.126 1.350 2.234
H 0.200 0.138 3.471
H 2.052 1.610 -0.677
H 2.038 3.077 0.054
H 1.477 1.723 0.973
H 0.548 1.913 -2.365
H -1.182 1.690 -1.911
H -0.253 3.189 -1.726
H -0.151 -0.608 -1.823
H 1.398 -0.640 -1.132
H -0.169 -1.588 1.688
H -2.661 1.717 -0.201
H 2.122 -1.270 1.225
*
```

***

Record 5
A cluster of 2 separate species, C3H11NO in total, computed with ωB97M-V with the def2-TZVPD basis set.

Computed properties:
F_max: 2.191 eV/Å
E: -250.851693 a.u.
SMILES: CCOC.N
ΔE to the lowest compared entry with this formula, charge and spin: 28.2 kcal per mole
HOMO level: -9.57 eV

```
! RIJCOSX wB97M-V def2-TZVPD def2/J DEFGRID3
* xyz 0 1
C -0.541 1.013 1.732
C -0.162 1.233 0.245
O 0.527 0.107 -0.223
C 1.911 -0.058 -0.332
H -1.106 1.902 2.047
H -1.185 0.142 1.731
H 0.335 1.106 2.370
H 0.462 2.132 0.155
H -1.096 1.357 -0.305
H 2.478 0.600 0.332
H 2.189 0.120 -1.372
H 2.167 -1.076 -0.045
N -1.716 -1.928 -1.650
H -0.969 -1.661 -0.998
H -1.249 -2.213 -2.491
H -2.046 -2.778 -1.196
*
```

***

Record 6
A structure of composition C3H4O3S, computed with ωB97M-V with the def2-TZVPD basis set.

Computed properties:
F_max: 4.976 eV/Å
E: -740.528438 a.u.
ΔE to the lowest compared entry with this formula, charge and spin: 82.3 kcal per mole
HOMO level: -8.57 eV

```
! RIJCOSX wB97M-V def2-TZVPD def2/J DEFGRID3
* xyz 0 1
C 1.381 0.868 -0.054
C -0.790 0.499 0.539
C -0.639 -0.512 -0.594
O 2.462 1.240 -0.209
O 0.975 -2.001 0.864
O 0.336 1.398 0.418
S 1.002 -1.392 -0.435
H -1.817 0.976 0.263
H -0.720 0.073 1.581
H -1.467 -1.177 -0.830
H -0.723 0.028 -1.544
*
```

***

Record 7
A structure of composition C12H28CoO4P2S4, computed with ωB97M-V with the def2-TZVPD basis set.

Computed properties:
F_max: 1.440 eV/Å
E: -4432.990545 a.u.
ΔE to the lowest compared entry with this formula, charge and spin: 15.3 kcal per mole
HOMO level (alpha / beta): -10.63 / -11.59 eV

```
! RIJCOSX wB97M-V def2-TZVPD def2/J DEFGRID3
* xyz 1 5
Co 0.003 1.073 0.152
C 1.512 -4.943 -2.420
C 0.020 -4.735 -2.390
S -0.343 -2.957 -2.115
C -0.460 -2.939 -0.301
C 0.870 -2.901 0.447
S 1.865 -1.368 0.383
C 2.494 -1.350 -1.315
C 3.154 -2.653 -1.779
S 2.270 -3.448 -3.159
H 1.779 -5.790 -3.052
H 1.950 -5.097 -1.437
H -0.476 -5.358 -1.647
H -0.417 -4.940 -3.367
H -1.009 -3.840 -0.022
H -1.058 -2.062 -0.067
H 1.501 -3.728 0.122
H 0.693 -3.024 1.516
H 3.218 -0.536 -1.302
H 1.699 -1.059 -1.985
H 3.275 -3.387 -0.984
H 4.145 -2.432 -2.175
O 0.401 0.320 -3.460
S -0.053 1.048 -2.312
O -0.940 2.166 -2.580
O -0.781 0.089 -1.337
O 1.096 1.504 -1.425
C -0.752 -0.088 3.519
P -0.255 1.264 2.395
C 1.123 2.030 3.317
C -1.618 2.485 2.591
C -1.461 3.649 1.617
P -1.347 3.083 -0.172
C -3.123 2.901 -0.556
C -0.875 4.678 -0.916
H -0.944 0.306 4.517
H 0.061 -0.812 3.578
H -1.646 -0.585 3.146
H 0.794 2.306 4.318
H 1.483 2.913 2.790
H 1.943 1.315 3.388
H -1.637 2.841 3.624
H -2.557 1.957 2.402
H -0.546 4.207 1.840
H -2.299 4.341 1.723
H -3.670 3.757 -0.161
H -3.516 1.984 -0.120
H -3.228 2.849 -1.636
H -1.500 5.467 -0.496
H -1.011 4.609 -1.990
H 0.173 4.888 -0.706
*
```

***

Record 8
The molecule C4H5ClF2, computed with ωB97M-V with the def2-TZVPD basis set.

Computed properties:
F_max: 1.669 eV/Å
E: -815.318514 a.u.
SMILES: C=CCC(F)(F)Cl
ΔE to the lowest compared entry with this formula, charge and spin: 0.0 kcal per mole
HOMO level: -10.20 eV

```
! RIJCOSX wB97M-V def2-TZVPD def2/J DEFGRID3
* xyz 0 1
C -1.650 -0.658 -0.080
C -1.045 0.504 -0.027
C 0.405 0.815 0.045
C 1.327 -0.391 0.002
F 1.123 -1.093 1.184
F 1.059 -1.147 -1.050
Cl 3.083 0.016 -0.071
H -1.096 -1.597 -0.133
H -2.723 -0.684 -0.083
H -1.740 1.329 0.049
H 0.585 1.391 0.913
H 0.673 1.515 -0.748
*
```

***

Repeat the second record exactly.
The molecule C5H9NO, computed with ωB97M-V with the def2-TZVPD basis set.

Computed properties:
F_max: 2.154 eV/Å
E: -325.754918 a.u.
SMILES: C[C@H]1OC[C@H]2N[C@@H]21
ΔE to the lowest compared entry with this formula, charge and spin: 114.6 kcal per mole
HOMO level: -8.88 eV

```
! RIJCOSX wB97M-V def2-TZVPD def2/J DEFGRID3
* xyz 0 1
C 2.002 0.619 0.958
C 0.976 0.235 -0.049
O 0.602 -1.168 0.183
C -0.828 -1.357 0.072
C -1.109 -0.174 -0.800
N -1.671 1.090 -0.615
C -0.400 0.822 0.090
H 1.642 0.596 2.004
H 2.838 -0.096 0.898
H 2.364 1.608 0.734
H 1.359 0.326 -1.036
H -0.987 -2.396 -0.325
H -1.372 -1.329 1.041
H -0.629 -0.303 -1.745
H -1.534 1.620 -1.492
H -0.641 0.821 1.133
*
```

***

Number 3 is which compound?
C17H42O6Si

***

Number 3 is which compound?
C17H42O6Si